80
Properties=species:S:1:pos:R:3:forces:R:3 method="wB97M-V/def2-TZVPD" total_charge=-1 relative_energy_kj_mol=15.7 fmax_ha_per_bohr=0.035 s2=0.758 spin_multiplicity=2 total_energy_ev=-138677.1405
Ir -1.1785 1.0297 -0.4484 -1.24 0.72 -0.32
F -5.7664 4.7038 2.8451 0.19 -0.06 -0.15
C -4.7453 4.3868 2.0283 -0.04 0.01 0.04
C -3.4823 4.1535 2.5490 -0.16 0.03 0.10
F -3.2862 4.2409 3.8761 -0.04 0.00 -0.16
C -2.4379 3.8322 1.7026 0.15 -0.08 -0.10
F -1.2397 3.6088 2.2626 -0.26 0.05 -0.14
C -2.6107 3.7241 0.3231 -0.10 0.02 -0.07
S -1.2780 3.2775 -0.7583 -0.01 -0.09 0.14
C -3.8904 3.9759 -0.1707 0.12 -0.02 -0.11
F -4.1388 3.9196 -1.4877 0.06 -0.01 0.29
C -4.9468 4.3011 0.6603 -0.12 0.04 0.11
F -6.1698 4.5417 0.1551 0.16 -0.04 0.07
C -5.9470 -1.5514 -0.6793 -0.02 0.03 -0.03
C -5.6996 -0.1213 -1.1814 -0.03 -0.07 0.01
C -6.0248 -0.0445 -2.6782 0.03 0.01 -0.02
C -6.6100 0.8478 -0.4203 -0.02 -0.04 0.10
C -4.2954 0.2457 -0.9551 0.00 -0.10 0.00
C -3.1301 0.5391 -0.7645 0.32 0.31 0.14
H -6.9900 -1.8387 -0.8396 -0.02 0.00 0.00
H -5.7230 -1.6242 0.3848 0.01 0.00 0.03
H -5.3060 -2.2565 -1.2086 0.02 -0.02 -0.02
H -7.0729 -0.3008 -2.8542 -0.03 -0.01 -0.01
H -5.3966 -0.7360 -3.2404 0.02 -0.01 -0.02
H -5.8402 0.9615 -3.0553 0.00 0.01 0.00
H -7.6605 0.6097 -0.6067 -0.03 -0.01 0.00
H -6.4242 1.8713 -0.7356 0.00 0.12 -0.05
H -6.4231 0.7846 0.6531 0.01 0.01 0.00
C 0.7530 0.6856 -0.3008 1.40 -1.05 0.38
C 2.0349 0.5976 -0.1656 -0.94 0.92 -0.01
C 3.3466 0.6807 0.0339 0.30 -0.08 -0.03
C 4.2490 0.5945 -1.1330 0.20 0.11 -0.09
C 3.8676 1.1691 -2.3476 0.15 0.15 0.08
C 4.6614 1.0467 -3.4742 0.03 0.02 -0.05
C 5.8602 0.3489 -3.4152 0.01 -0.01 -0.05
C 6.2490 -0.2317 -2.2168 0.05 -0.03 -0.07
C 5.4543 -0.1099 -1.0898 -0.12 0.00 0.00
C 3.8894 0.8765 1.3928 0.17 0.10 -0.04
C 5.1969 1.3170 1.6276 -0.09 0.00 -0.02
C 5.6611 1.5158 2.9179 0.01 0.01 0.03
C 4.8363 1.2846 4.0079 0.03 -0.01 0.08
C 3.5307 0.8660 3.7870 0.01 0.03 0.09
C 3.0703 0.6717 2.5007 0.08 0.11 0.07
H 2.9266 1.7023 -2.3938 -0.03 0.04 0.00
H 4.3415 1.4984 -4.4048 0.00 0.01 -0.02
H 6.4812 0.2531 -4.2963 0.02 0.00 -0.02
H 7.1726 -0.7950 -2.1606 0.01 0.00 -0.01
H 5.7548 -0.5934 -0.1696 0.01 -0.01 0.03
H 5.8487 1.5302 0.7936 0.03 0.02 -0.03
H 6.6746 1.8664 3.0690 0.02 0.00 0.01
H 5.2005 1.4398 5.0155 0.00 0.00 0.01
H 2.8640 0.6961 4.6231 -0.02 0.00 0.03
H 2.0532 0.3730 2.3218 -0.07 0.02 -0.03
C 0.0954 -1.0667 3.3541 -0.10 -0.23 -0.13
Si 0.5425 -2.1585 1.8909 0.09 -0.12 0.34
C 2.3904 -2.5218 1.8351 -0.21 -0.04 -0.02
C -0.4001 -3.7851 2.0582 0.14 0.22 0.06
As -0.1868 -1.1226 -0.0679 0.30 -0.45 -0.16
Si 0.7566 -2.2154 -1.9086 0.05 -0.24 -0.22
C 0.5177 -4.0754 -1.6742 -0.02 0.19 -0.13
C -0.2031 -1.6147 -3.4029 0.10 -0.06 0.14
C 2.5875 -1.8763 -2.1375 -0.36 -0.22 0.00
H 0.4477 -1.5167 4.2852 0.02 -0.03 0.02
H -0.9868 -0.9497 3.4143 -0.07 -0.03 0.00
H 0.5174 -0.0730 3.2743 -0.01 0.17 0.03
H 2.7390 -2.8214 2.8279 -0.01 0.00 0.00
H 2.9599 -1.6464 1.5317 0.03 0.00 -0.05
H 2.6139 -3.3328 1.1397 -0.03 -0.04 -0.04
H -0.0996 -4.2786 2.9868 -0.01 -0.03 0.00
H -0.1981 -4.4637 1.2320 0.03 -0.05 -0.08
H -1.4738 -3.6070 2.0975 -0.08 0.02 0.01
H -0.5267 -4.3270 -1.4926 -0.07 -0.02 0.01
H 1.1112 -4.4618 -0.8462 0.06 0.00 0.07
H 0.8396 -4.5898 -2.5837 0.00 -0.04 0.00
H -1.2699 -1.7991 -3.2819 -0.07 -0.02 0.01
H 0.1439 -2.1110 -4.3123 0.02 0.00 -0.03
H -0.0728 -0.5381 -3.5166 0.01 0.05 0.00
H 3.1536 -2.0219 -1.2188 0.03 -0.02 0.06
H 2.7401 -0.8503 -2.4593 -0.04 -0.11 -0.04
H 2.9969 -2.5410 -2.9035 -0.03 -0.05 -0.02